*1*
Formula: C4H6FN2
Source: the OMol25 dataset
Level of theory: wB97M-V/def2-TZVPD

Its expectation value of S² is 2.010. Its spin multiplicity is 3. The total charge is +1.

Each line ends with the Mulliken spin population.
Positions of all 13 atoms, in Å:
1 C -0.332 0.167 -2.102  0.3574
2 C -0.924 -0.944 -0.126  0.5599
3 C -0.411 0.545 1.852  0.1526
4 C 0.241 1.315 -1.732  0.6228
5 N -0.888 -0.827 -1.342  0.1809
6 N -0.179 -0.241 0.896  -0.0158
7 F 0.470 1.880 -0.492  0.0594
8 H -0.359 0.061 -3.106  0.0254
9 H -1.441 -1.782 0.365  0.0171
10 H 0.454 0.690 2.515  0.0053
11 H -1.355 1.066 2.061  0.0111
12 H 0.766 1.961 -2.512  0.0057
13 H 0.820 -0.524 0.753  0.0181

=====

*2*
Formula: C4H6FN2
Source: the OMol25 dataset
Level of theory: wB97M-V/def2-TZVPD

Its expectation value of S² is 2.011. Its spin multiplicity is 3. The total charge is +1.

Each line ends with the Mulliken spin population.
Positions of all 13 atoms, in Å:
1 C 2.322 -0.155 -0.376  0.0575
2 C -1.640 -1.008 -0.325  0.6687
3 C -1.736 -0.354 0.804  0.3031
4 C -0.557 1.138 0.056  0.1248
5 N 0.566 0.933 -0.203  0.6600
6 N 3.308 0.377 -0.009  0.0166
7 F 1.986 -1.223 -0.912  0.0113
8 H -0.740 -1.682 -0.463  0.0297
9 H -2.277 -0.948 -1.158  0.0276
10 H -2.574 0.229 0.948  0.0263
11 H -0.916 -0.573 1.449  0.0168
12 H -1.295 1.892 -0.121  0.0569
13 H 3.553 1.374 0.311  0.0006

=====

Energy comparison, zero being the most stable, in eV: *1* 0.000; *2* 2.620.

=====

*1*
Formula: CH3Cl2FSi
Source: the OMol25 dataset
Level of theory: wB97M-V/def2-TZVPD

Each line ends with the Mulliken charge.
Positions of all 8 atoms, in Å:
1 C -0.052 0.389 1.064  -1.0094
2 Si 0.186 -0.151 -0.784  0.8590
3 F -0.945 -1.732 -0.921  -0.4907
4 Cl 1.928 -0.907 -1.323  -0.1703
5 Cl -0.630 1.022 -2.139  -0.1747
6 H -0.464 -0.543 1.403  0.2773
7 H 0.746 0.751 1.533  0.3947
8 H -0.768 1.172 1.166  0.3141

=====

*2*
Formula: CH3Cl2FSi
Source: the OMol25 dataset
Level of theory: wB97M-V/def2-TZVPD

Each line ends with the Mulliken charge.
Positions of all 8 atoms, in Å:
1 F 1.988 0.938 2.202  -0.1973
2 C 0.690 0.744 2.051  -0.1494
3 Si -0.220 0.754 0.572  0.3267
4 Cl 0.639 0.418 -1.270  -0.1961
5 H 0.259 0.861 3.084  0.2715
6 H -1.595 0.310 0.440  -0.0508
7 Cl -1.581 -2.149 -3.555  -0.2692
8 H -0.181 -1.875 -3.523  0.2646

=====

Energy comparison, zero being the most stable, in eV: *1* 0.000; *2* 5.105.

=====

*1*
Formula: CH3Cl2FSi
Source: the OMol25 dataset
Level of theory: wB97M-V/def2-TZVPD

Each line ends with the Mulliken charge.
Positions of all 8 atoms, in Å:
1 C 0.260 -0.081 0.115  -0.8155
2 Si 2.063 0.197 0.278  0.7696
3 F 2.304 0.343 1.929  -0.2953
4 Cl 3.180 1.584 -0.636  -0.1854
5 Cl 3.155 -1.691 -0.324  -0.3076
6 H -0.026 -0.752 -0.847  0.2653
7 H 0.066 -0.702 0.993  0.2541
8 H -0.408 0.812 0.136  0.3149

=====

*2*
Formula: CH3Cl2FSi
Source: the OMol25 dataset
Level of theory: wB97M-V/def2-TZVPD

Each line ends with the Mulliken charge.
Positions of all 8 atoms, in Å:
1 C 0.610 -0.573 -0.345  -0.3434
2 F 1.810 -0.854 0.282  -0.2693
3 Si -0.403 0.559 0.777  0.6022
4 Cl -1.880 0.746 -1.937  -0.5556
5 Cl 0.588 2.190 1.272  -0.0845
6 H 0.594 -0.460 -1.441  0.3813
7 H 0.012 -1.382 -0.223  0.2560
8 H -1.330 -0.227 1.614  0.0133

=====

Energy comparison, zero being the most stable, in eV: *1* 0.000; *2* 5.400.

=====

*1*
Formula: C4H7ClO
Source: the OMol25 dataset
Level of theory: wB97M-V/def2-TZVPD

Each line ends with the Mulliken charge.
Positions of all 13 atoms, in Å:
1 C -0.514 -1.387 -0.215  -1.3889
2 C 0.028 0.021 -0.144  1.0812
3 C 0.830 0.382 1.099  -0.5781
4 Cl -0.286 0.552 2.454  -0.1878
5 C -0.409 1.134 -0.979  -0.7281
6 O 0.748 0.332 -1.323  -0.4778
7 H -0.983 -1.504 -1.157  0.4047
8 H 0.353 -1.983 -0.201  0.3249
9 H -1.098 -1.650 0.633  0.3614
10 H 1.334 1.333 0.945  0.3469
11 H 1.528 -0.421 1.251  0.3091
12 H -0.279 2.161 -0.722  0.2737
13 H -1.253 1.029 -1.641  0.2590

=====

*2*
Formula: C4H7ClO
Source: the OMol25 dataset
Level of theory: wB97M-V/def2-TZVPD

Each line ends with the Mulliken charge.
Positions of all 13 atoms, in Å:
1 C 0.884 1.560 -1.349  -0.8228
2 C 0.047 1.573 -0.329  0.5860
3 Cl -0.825 2.933 0.102  -0.1751
4 O -0.165 0.576 0.596  -0.3009
5 C -0.142 -0.723 0.051  -0.2548
6 C -0.493 -1.731 1.152  -1.0100
7 H 0.886 2.434 -2.002  0.2407
8 H 1.502 0.760 -1.617  0.2913
9 H -0.896 -0.744 -0.685  0.3875
10 H 0.914 -0.833 -0.389  0.1956
11 H -0.778 -1.116 1.947  0.3162
12 H -1.390 -2.436 1.049  0.2919
13 H 0.455 -2.252 1.475  0.2544

=====

*3*
Formula: C4H7ClO
Source: the OMol25 dataset
Level of theory: wB97M-V/def2-TZVPD

Each line ends with the Mulliken charge.
Positions of all 13 atoms, in Å:
1 C 1.228 -0.755 0.461  -1.2927
2 C 0.265 0.345 -0.223  0.6280
3 C -0.885 -0.187 -1.114  -0.3944
4 C -1.003 0.565 0.651  -0.6032
5 H 1.901 -0.813 -0.352  0.4175
6 H 1.832 -0.376 1.350  0.3364
7 H 0.852 -1.803 0.656  0.2960
8 H -0.648 -1.068 -1.731  0.3270
9 H -1.185 0.727 -1.698  0.2596
10 H -1.447 1.513 0.589  0.3677
11 H -0.570 0.455 1.791  0.2589
12 O -1.648 -0.489 0.050  -0.3743
13 Cl 1.307 1.885 -0.430  -0.2265

=====

*4*
Formula: C4H7ClO
Source: the OMol25 dataset
Level of theory: wB97M-V/def2-TZVPD

Each line ends with the Mulliken charge.
Positions of all 13 atoms, in Å:
1 C 1.244 -0.631 0.656  -1.1526
2 C 0.484 0.710 0.476  -0.4500
3 C -0.855 0.418 -0.117  0.2263
4 Cl -1.952 1.854 -0.342  -0.1966
5 C -0.994 -0.422 -1.232  -0.1685
6 O -0.068 -0.609 -1.935  -0.4361
7 H 0.713 -1.299 1.386  0.2804
8 H 2.237 -0.508 1.015  0.3532
9 H 1.384 -1.233 -0.216  0.3547
10 H 0.242 1.361 1.339  0.3304
11 H 1.036 1.452 -0.145  0.2822
12 H -1.453 -0.251 0.642  0.2249
13 H -2.020 -0.843 -1.526  0.3517

=====

Energy comparison, zero being the most stable, in eV: *1* 0.055; *2* 0.463; *3* 1.446; *4* 0.000.

=====

*1*
Formula: C4H7ClO
Source: the OMol25 dataset
Level of theory: wB97M-V/def2-TZVPD

Each line ends with the Mulliken charge.
Positions of all 13 atoms, in Å:
1 C -0.163 1.555 -0.281  -0.8284
2 C 0.097 0.273 -0.067  0.5313
3 C -0.774 -0.907 -0.685  -0.5610
4 O -1.702 -1.300 0.296  -0.5106
5 C 1.260 -0.094 0.748  -0.6103
6 Cl 2.649 -0.676 -0.278  -0.2017
7 H -0.814 1.891 -1.065  0.2752
8 H 0.289 2.377 0.287  0.2744
9 H -1.087 -0.577 -1.632  0.3519
10 H -0.180 -1.834 -0.779  0.2603
11 H -2.201 -0.495 0.604  0.3645
12 H 1.636 0.699 1.392  0.3694
13 H 0.989 -0.914 1.459  0.2851

=====

*2*
Formula: C4H7ClO
Source: the OMol25 dataset
Level of theory: wB97M-V/def2-TZVPD

Each line ends with the Mulliken charge.
Positions of all 13 atoms, in Å:
1 C 0.328 -1.888 0.112  -1.1655
2 C 0.418 -0.351 -0.103  0.3679
3 C 1.749 0.228 0.289  -0.0883
4 O 2.800 -0.291 -0.030  -0.4787
5 C -0.733 0.425 0.633  -0.4483
6 Cl -2.025 0.983 -0.488  -0.2043
7 H 1.321 -2.319 -0.001  0.3598
8 H -0.349 -2.331 -0.671  0.2746
9 H -0.030 -2.151 1.195  0.3010
10 H 0.347 -0.215 -1.126  0.2895
11 H 1.672 1.113 0.926  0.2312
12 H -0.315 1.264 1.297  0.2786
13 H -1.199 -0.246 1.331  0.2824

=====

*3*
Formula: C4H7ClO
Source: the OMol25 dataset
Level of theory: wB97M-V/def2-TZVPD

Each line ends with the Mulliken charge.
Positions of all 13 atoms, in Å:
1 C 1.620 -1.182 -0.686  -0.3730
2 C 1.246 -0.112 -0.088  -0.2368
3 C -1.434 0.985 0.249  -0.5100
4 C -0.906 -0.418 0.575  -0.2056
5 O -1.163 1.408 -1.083  -0.4592
6 Cl -1.758 -1.620 -0.165  -0.1475
7 H 2.732 -1.348 -0.936  0.2084
8 H 0.985 -1.971 -1.089  0.2032
9 H 1.842 0.763 0.269  0.2654
10 H -2.484 1.112 0.419  0.3874
11 H -0.854 1.711 0.872  0.2576
12 H -0.632 -0.661 1.687  0.3212
13 H -1.600 0.816 -1.605  0.2890

=====

Energy comparison, zero being the most stable, in eV: *1* 0.428; *2* 0.000; *3* 3.464.

=====

*1*
Formula: C2H4N2S2
Source: the OMol25 dataset
Level of theory: wB97M-V/def2-TZVPD

Each line ends with the Mulliken charge.
Positions of all 10 atoms, in Å:
1 C 0.742 -0.962 -0.805  0.1166
2 C -0.414 -0.089 0.082  0.0190
3 H 1.290 -0.602 1.678  0.3276
4 H 3.166 -0.197 1.052  0.2812
5 H 0.171 -1.499 -1.777  0.2637
6 H 1.012 2.015 0.239  0.2045
7 N 2.091 -0.077 0.813  -0.5914
8 N 1.906 -0.789 -0.522  -0.2786
9 S -0.391 1.669 -0.196  -0.1686
10 S -1.834 -0.878 0.266  -0.1740

=====

*2*
Formula: C2H4N2S2
Source: the OMol25 dataset
Level of theory: wB97M-V/def2-TZVPD

Each line ends with the Mulliken charge.
Positions of all 10 atoms, in Å:
1 C -2.508 -0.309 -0.001  -0.2156
2 N -1.420 0.353 0.000  -0.3092
3 S 0.038 -0.536 -0.004  -0.0559
4 C 1.111 0.867 -0.004  0.0485
5 N 2.366 0.899 -0.001  -0.3324
6 S 3.358 -0.469 -0.003  -0.0799
7 H -2.550 -1.377 0.006  0.2284
8 H -3.437 0.259 -0.012  0.2487
9 H 0.563 1.814 0.006  0.4000
10 H 2.478 -1.503 0.012  0.0675

=====

Energy comparison, zero being the most stable, in eV: *1* 3.002; *2* 0.000.